Here is C12H24BiCl2N2S as an isolated structure from OMol25. Energies are from wB97M-V/def2-TZVPD.

Properties
Energy above the lowest of the compared OMol25 structures with the same formula, charge and spin in kcal per mole: 62.34
E in eV: -57532.407
LUMO in eV: 2.755
HOMO energy in eV: -3.654

```
! RIJCOSX wB97M-V def2-TZVPD def2/J DEFGRID3
* xyz -1 1
Bi 1.40572 -0.60462 -1.64029
Cl -0.08180 -2.67687 -2.50636
Cl 1.79411 1.26330 0.27883
C 3.30268 -0.71143 -2.16023
H 3.65677 0.35938 -2.46811
H 3.43425 -1.27689 -3.11837
C -0.40963 1.23631 -2.89934
C 0.63544 0.62485 -3.43312
H -0.25975 1.90632 -2.01794
C 0.69663 -0.35528 -4.62270
H 1.72905 0.80482 -3.19427
C -0.55601 -0.05783 -5.42116
H 1.60516 -0.06419 -5.19581
H 0.81192 -1.47078 -4.54368
C -1.73654 -0.17574 -4.44749
H -0.42609 0.97170 -5.81896
H -0.70594 -0.71588 -6.28778
C -1.75963 0.77325 -3.20483
H -2.70359 -0.12572 -4.96211
H -1.60558 -1.19845 -4.04618
H -2.50386 1.58430 -3.31999
H -2.11407 0.17599 -2.36195
C 2.28167 -0.75495 4.42189
C 1.39454 0.00020 3.45835
N 0.48668 -0.92799 2.76275
C -0.70371 -0.50026 2.28056
S -1.33571 -1.15545 0.86820
N -1.31299 0.44867 3.05941
C -1.57685 0.09651 4.46567
C -2.29725 1.22667 5.16920
H 1.69436 -1.45722 5.02750
H 2.76836 -0.04480 5.09191
H 3.04956 -1.31074 3.88479
H 0.78379 0.74378 3.97644
H 1.98541 0.53185 2.69816
H 0.96241 -1.56764 2.11248
H -2.15299 0.83638 2.59490
H -2.17867 -0.82466 4.50657
H -0.61803 -0.11802 4.95620
H -3.26104 1.42563 4.69011
H -2.47956 0.94250 6.20597
H -1.69923 2.14300 5.16077
*
```